Entry from the Open Molecules 2025 dataset: a 2-piece molecular cluster, C4H12O3 overall in a non-equilibrium geometry (ωB97M-V/def2-TZVPD).

The geometry in XYZ format:
```
19
Properties=species:S:1:pos:R:3:forces:R:3:nbo_charge:R:1
C 0.000 0.000 0.000 -0.11 0.99 -1.16 -0.24
O -0.225 -0.921 -1.064 0.00 -0.34 -0.95 -0.56
C 0.110 -0.472 -2.423 0.77 -0.57 0.84 -0.05
C 0.263 -1.689 -3.369 -0.09 0.54 0.98 -0.44
C 0.595 -1.194 -4.775 0.22 0.37 -0.28 -0.07
O 0.758 -2.261 -5.680 0.29 -1.15 0.11 -0.71
H 0.221 -0.441 0.987 -0.13 -0.45 -0.75 0.19
H -0.899 0.633 0.091 0.32 0.01 0.20 0.17
H 0.850 0.636 -0.300 -0.16 0.02 0.42 0.16
H -0.579 0.253 -2.897 -0.13 -0.21 0.75 0.17
H 1.107 0.005 -2.357 -0.36 0.08 -0.06 0.16
H -0.666 -2.290 -3.382 0.42 0.33 -0.10 0.22
H 1.068 -2.321 -2.947 -0.29 0.16 -0.35 0.20
H -0.220 -0.545 -5.150 0.35 -0.38 0.09 0.18
H 1.546 -0.638 -4.888 -0.47 0.36 0.87 0.16
H 1.466 -2.808 -5.279 -0.63 0.24 -0.61 0.46
O 1.225 -0.600 4.446 -0.82 0.90 -0.27 -0.94
H 1.259 0.340 4.733 -0.07 -1.01 -0.32 0.47
H 0.393 -0.672 3.926 0.88 0.11 0.59 0.47
```
Forces are in eV/Å.

Summary:
Frontier orbital gap: 0.3905 Ha
SMILES: COCCCO.O
Multiplicity: 1
Max |F|: 0.030 hartree/bohr

***

Entry from the Open Molecules 2025 dataset: C6H11Cl2O2Si as an isolated structure in a non-equilibrium geometry (ωB97M-V/def2-TZVPD).

The geometry in XYZ format:
```
22
Properties=species:S:1:pos:R:3:forces:R:3:nbo_charge:R:1
C -1.093 -1.215 -1.014 -1.68 -1.43 -0.22 0.79
C 0.986 1.654 0.348 0.55 0.53 -0.03 -0.62
C 1.949 -0.196 -0.984 -0.02 1.75 -0.56 -0.63
C 0.190 -1.261 1.080 -2.79 2.66 1.57 -0.59
C 0.654 0.527 -0.582 -1.42 1.11 -1.74 -0.20
C -0.422 -0.349 -0.004 0.89 -1.14 1.38 -0.61
O -2.389 -0.868 -0.927 0.79 0.21 -0.56 -0.80
O -0.680 -2.178 -1.649 0.06 0.99 0.16 -0.66
Si -2.128 0.371 0.426 1.34 1.03 0.40 1.42
Cl -3.599 -0.607 1.449 -1.46 -0.73 0.76 -0.43
Cl -2.456 2.068 -0.864 -0.24 -0.25 0.42 -0.46
H 0.992 1.198 1.380 0.82 0.97 -0.86 0.21
H 1.949 2.061 -0.108 -0.95 -0.07 1.52 0.19
H 0.223 2.436 0.357 0.07 -0.06 -0.01 0.22
H 2.124 0.015 -2.044 0.61 0.35 0.25 0.21
H 2.846 -0.006 -0.332 -0.98 -0.16 -0.65 0.20
H 1.663 -1.179 -1.015 0.03 -2.92 0.16 0.23
H 0.959 -0.766 1.604 0.92 0.65 0.79 0.19
H -0.514 -1.660 1.814 -0.38 0.53 0.19 0.21
H 0.551 -2.104 0.720 2.08 -3.85 -2.32 0.21
H 0.053 0.910 -1.497 1.71 -0.03 0.89 0.21
H -1.858 1.151 1.841 0.05 -0.15 -1.54 -0.27
```
Forces are in eV/Å.

Summary:
Frontier orbital gap: 0.3151 Ha
Charge: -1
Multiplicity: 1
Max |F|: 0.096 hartree/bohr

***

Entry from the Open Molecules 2025 dataset: C51H60N5O8P3PbS3 as an isolated structure (ωB97M-V/def2-TZVPD).

The geometry in XYZ format:
```
131
Properties=species:S:1:pos:R:3:forces:R:3:mulliken_charge:R:1
Pb -0.301 0.736 -0.337 -0.33 -0.05 0.48 3.16
N -1.262 1.483 -2.679 0.18 0.02 0.01 -0.25
N -2.152 2.560 -2.520 -0.09 -0.07 -0.03 -0.22
C -2.126 3.284 -1.294 0.01 -0.02 0.06 0.12
O -2.629 4.398 -1.311 0.02 0.05 0.00 -0.76
O -1.603 2.683 -0.290 0.06 -0.14 0.01 -0.48
H -0.367 1.756 -3.080 -0.03 0.01 -0.04 0.25
H -1.675 0.758 -3.252 0.00 -0.01 0.02 0.24
H -2.235 3.182 -3.312 0.03 0.01 0.01 0.24
O -1.998 -0.099 1.820 -0.03 -0.03 -0.09 -0.15
P -2.423 -1.411 2.371 0.01 -0.04 -0.01 0.99
C -3.349 -2.461 1.189 -0.01 0.06 -0.02 -1.73
P -2.851 -2.323 -0.569 0.03 -0.02 0.07 0.53
O -1.791 -1.317 -0.844 -0.10 0.06 -0.11 -0.04
C -4.389 -1.919 -1.417 0.02 0.01 -0.04 0.24
C -4.370 -0.804 -2.249 -0.01 0.00 0.02 -0.32
C -5.526 -0.406 -2.906 0.00 -0.01 0.00 -0.62
C -6.700 -1.123 -2.736 0.00 0.01 0.00 -0.50
C -6.727 -2.231 -1.898 0.00 0.00 0.01 -0.84
C -5.578 -2.624 -1.233 0.02 -0.01 -0.01 -0.28
C -2.259 -3.953 -1.056 -0.03 0.00 -0.05 0.07
C -0.943 -4.013 -1.513 -0.02 -0.01 -0.03 -0.27
C -0.405 -5.236 -1.890 0.00 0.01 -0.01 -0.56
C -1.173 -6.388 -1.819 0.01 -0.01 0.01 -0.63
C -2.487 -6.328 -1.367 -0.01 0.00 0.00 -0.77
C -3.030 -5.112 -0.986 0.03 0.00 0.07 -0.28
C -1.100 -2.424 3.039 0.06 0.02 -0.02 0.36
C -0.445 -1.938 4.173 -0.01 -0.01 -0.02 -0.62
C 0.617 -2.639 4.716 0.02 0.01 0.00 -0.82
C 1.032 -3.830 4.131 0.04 0.00 -0.01 -0.52
C 0.394 -4.310 3.000 0.05 0.02 -0.05 -0.50
C -0.666 -3.604 2.447 -0.01 0.02 0.01 -0.15
C -3.596 -1.180 3.724 0.01 0.03 -0.01 0.35
C -3.848 -2.155 4.684 -0.03 -0.02 -0.03 -0.49
C -4.789 -1.923 5.675 0.01 -0.02 -0.01 -0.68
C -5.476 -0.716 5.709 0.00 0.01 0.00 -0.47
C -5.223 0.261 4.756 0.00 0.00 0.01 -0.76
C -4.282 0.032 3.763 0.03 0.01 0.04 -0.40
H -4.384 -2.123 1.269 0.01 0.01 -0.02 0.82
H -3.315 -3.504 1.508 -0.03 -0.01 0.05 0.67
H -3.455 -0.236 -2.347 0.00 0.01 0.00 0.09
H -5.507 0.472 -3.538 0.00 0.00 0.00 0.46
H -7.602 -0.811 -3.245 0.00 0.00 -0.01 0.39
H -7.648 -2.781 -1.755 0.00 0.00 0.00 0.41
H -5.619 -3.475 -0.563 0.00 0.00 0.00 0.31
H -0.355 -3.104 -1.579 0.01 0.01 0.02 0.57
H 0.616 -5.281 -2.245 0.00 0.00 0.00 0.50
H -0.752 -7.338 -2.120 0.00 0.00 0.01 0.39
H -3.086 -7.227 -1.316 0.00 0.00 0.00 0.43
H -4.054 -5.074 -0.635 -0.01 -0.01 0.00 0.20
H -0.771 -1.007 4.625 0.00 0.00 0.02 0.35
H 1.126 -2.258 5.592 0.00 0.00 0.00 0.47
H 1.867 -4.376 4.552 0.01 0.00 -0.01 0.38
H 0.733 -5.224 2.531 0.01 -0.01 -0.02 0.41
H -1.134 -3.978 1.544 0.01 -0.02 -0.01 0.02
H -3.300 -3.090 4.665 0.00 -0.01 0.00 0.43
H -4.982 -2.679 6.425 0.00 0.00 0.00 0.43
H -6.206 -0.534 6.488 -0.01 0.00 0.00 0.39
H -5.752 1.204 4.789 0.00 0.00 0.01 0.44
H -4.058 0.791 3.023 0.00 -0.01 -0.01 0.34
S 2.459 -3.315 0.118 -0.03 -0.02 0.02 -0.09
C 3.641 -3.553 1.398 -0.03 -0.03 0.02 0.18
C 4.556 -4.528 1.747 -0.01 0.00 0.02 -0.79
C 5.347 -4.278 2.865 0.00 0.01 0.01 -0.68
C 5.221 -3.093 3.591 0.00 -0.01 0.00 -0.79
C 4.300 -2.115 3.231 -0.05 0.01 0.02 -0.98
C 3.511 -2.373 2.125 0.00 0.00 0.01 0.29
S 2.260 -1.530 1.220 0.01 -0.02 0.01 0.61
H 4.663 -5.444 1.179 0.00 0.00 0.00 0.54
H 6.077 -5.014 3.174 0.01 0.00 0.00 0.40
H 5.860 -2.929 4.449 0.00 0.00 0.00 0.44
H 4.210 -1.196 3.797 0.00 0.00 0.00 0.42
O 1.270 1.673 1.488 -0.09 0.02 0.07 0.34
P 1.411 2.979 2.200 0.13 0.14 -0.08 -0.94
N 2.710 2.845 3.227 -0.08 -0.08 0.07 0.22
C 2.985 3.877 4.241 0.03 -0.01 -0.01 -0.23
C 3.446 3.095 5.476 0.03 0.01 -0.02 -0.94
C 3.981 1.791 4.885 -0.01 0.01 -0.01 -0.59
C 2.976 1.507 3.779 0.06 -0.01 -0.02 0.18
N 1.772 4.317 1.297 -0.03 -0.23 -0.07 0.07
C 3.169 4.529 0.843 -0.03 0.05 0.05 0.17
C 3.045 5.323 -0.471 -0.01 -0.01 0.00 -0.81
C 1.570 5.730 -0.544 0.03 0.01 0.05 -0.89
C 0.881 4.564 0.139 0.02 0.14 0.03 0.30
N 0.039 3.380 3.016 -0.08 0.16 -0.14 0.94
C -0.505 4.725 3.198 -0.05 -0.06 0.02 -0.79
C -1.348 4.555 4.456 0.03 -0.02 0.01 -0.89
C -1.972 3.161 4.276 0.03 0.00 0.03 -0.58
C -1.048 2.420 3.284 0.09 0.15 -0.03 0.46
H 2.101 4.481 4.454 -0.03 0.00 0.00 0.09
H 3.772 4.548 3.887 -0.01 0.01 -0.01 0.32
H 2.595 2.881 6.125 -0.01 0.01 0.00 0.31
H 4.185 3.645 6.058 -0.01 -0.01 0.02 0.41
H 4.043 0.981 5.613 0.01 0.01 0.01 0.46
H 4.973 1.949 4.456 0.01 -0.02 -0.01 0.30
H 2.069 1.052 4.201 0.00 -0.02 -0.01 -0.12
H 3.346 0.847 2.995 0.04 0.01 -0.02 -0.30
H 3.686 3.581 0.689 0.04 0.02 0.00 -0.39
H 3.716 5.085 1.605 0.00 0.01 0.01 0.43
H 3.296 4.684 -1.320 -0.01 -0.01 0.01 0.28
H 3.717 6.180 -0.491 0.02 -0.01 -0.01 0.42
H 1.218 5.888 -1.562 -0.01 -0.01 0.00 0.37
H 1.396 6.642 0.031 -0.02 0.02 -0.02 0.36
H 0.867 3.694 -0.530 0.00 0.02 0.01 -0.52
H -0.141 4.761 0.456 0.02 -0.02 -0.04 0.18
H -1.148 4.997 2.352 0.01 0.02 -0.01 0.44
H 0.283 5.471 3.284 0.03 -0.02 0.01 0.45
H -2.091 5.343 4.574 0.00 0.00 0.00 0.43
H -0.693 4.566 5.330 -0.01 0.02 0.01 0.27
H -2.974 3.242 3.854 -0.01 -0.01 0.01 0.37
H -2.054 2.634 5.227 -0.03 0.00 -0.01 0.31
H -1.584 2.190 2.366 0.01 -0.06 -0.04 -0.25
H -0.646 1.491 3.684 0.01 -0.02 -0.02 -0.31
C 7.217 -0.469 0.969 -0.01 0.00 -0.01 -1.64
C 6.004 -0.310 0.093 0.02 0.00 0.01 0.86
C 5.609 -1.325 -0.774 0.00 -0.01 0.02 -0.58
C 4.470 -1.196 -1.551 0.00 0.05 -0.03 -1.08
C 3.707 -0.043 -1.457 0.02 0.01 -0.02 -0.12
C 4.099 0.993 -0.627 -0.01 -0.04 0.07 0.14
C 5.245 0.856 0.141 -0.01 0.01 0.02 -0.29
S 2.145 0.013 -2.285 -0.02 0.05 -0.11 1.61
O 2.352 -0.217 -3.690 0.07 -0.01 0.01 -0.83
O 1.588 1.353 -1.971 0.02 -0.02 -0.04 -0.90
O 1.330 -1.020 -1.619 -0.02 -0.04 -0.12 -0.65
H 7.701 -1.430 0.801 0.00 0.00 0.01 0.36
H 6.941 -0.413 2.024 0.00 -0.01 0.01 0.25
H 7.947 0.320 0.778 0.01 0.00 0.00 0.41
H 6.194 -2.237 -0.826 0.00 0.00 0.00 0.35
H 4.157 -1.994 -2.210 0.00 -0.02 -0.01 0.41
H 3.477 1.874 -0.559 0.00 0.01 -0.01 0.08
H 5.546 1.660 0.804 -0.01 0.02 0.01 0.41
```
Forces are in eV/Å.

Summary:
Frontier orbital gap: 0.3024 Ha
Multiplicity: 1
Max |F|: 0.011 hartree/bohr

***

Listing HOMO for the structures above in their given order: -10.0; -5.1; -8.0 eV.